Entry 1:
Entry from the Open Molecules 2025 dataset: a structure of composition C21H40Cl2F4N2O23PdS4 (ωB97M-V with the def2-TZVPD basis set).

Positions of all 97 atoms, in Å:
Pd: 1.79595 0.87609 1.03596
N: 3.37977 1.90515 0.20558
S: 4.44139 2.95796 0.41028
O: 4.18399 4.23329 -0.26564
O: 5.81204 2.52151 0.56648
F: 4.08897 3.40131 1.93865
S: 3.64640 1.74992 -1.45533
O: 4.99143 1.44991 -1.94851
O: 2.74876 2.57202 -2.31365
F: 2.92174 0.21155 -1.58280
N: 0.26813 0.59161 -0.41622
S: -0.56496 1.81563 -1.23652
O: -1.57790 2.48309 -0.34336
O: -0.76499 1.65141 -2.67609
F: 0.61498 2.97145 -1.20150
S: -0.45049 -0.50977 -1.16909
O: 0.04826 -0.94615 -2.43744
O: -1.83678 -0.70926 -0.90065
F: 0.15336 -1.69831 -0.26979
Cl: -0.72967 -4.15685 -1.83876
C: -2.01316 -4.99400 -0.87534
C: -2.72341 -3.93439 -0.09488
Cl: -4.11623 -4.78390 0.63047
H: -1.64877 -5.86303 -0.32752
H: -2.74749 -5.37046 -1.58747
H: -3.13264 -3.02649 -0.53800
H: -2.11955 -3.60659 0.75128
C: 0.01879 3.59307 -4.53242
C: 0.52703 4.47174 -5.70569
O: 0.74189 5.75318 -5.08417
C: 0.06274 5.79677 -3.90908
O: -0.11602 6.68762 -3.10791
O: -0.52649 4.66371 -3.71216
H: 0.69218 2.95474 -3.96042
H: -0.82479 2.97590 -4.84159
H: -0.15654 4.57542 -6.54835
H: 1.39700 3.93520 -6.08437
C: 5.63439 -7.76719 0.59762
C: 4.76867 -8.09870 -0.64288
O: 3.76885 -7.14818 -0.48804
C: 2.57864 -7.24192 0.31636
O: 2.30709 -8.05542 1.18094
O: 1.77688 -6.19673 0.04982
C: 2.18362 -4.93746 -0.54089
H: 5.17023 -7.90870 1.57365
H: 5.72276 -6.68131 0.63135
H: 6.56798 -8.31059 0.45185
H: 4.33232 -9.09119 -0.53043
H: 5.31858 -7.89273 -1.56118
H: 1.50263 -4.11320 -0.32887
H: 2.36614 -5.01551 -1.61266
H: 3.14662 -4.59321 -0.16377
C: 1.07277 6.66514 1.24842
C: 1.12877 5.26005 0.85704
O: -0.01375 4.61069 1.40141
C: -0.00024 3.39509 2.04841
O: 0.96736 2.57143 2.07896
O: -1.10242 3.21036 2.83299
C: -2.39240 3.77459 2.48969
H: 0.04206 7.01897 1.22510
H: 1.86466 7.21531 0.74016
H: 1.39389 6.70120 2.28942
H: 2.08347 4.93324 1.26917
H: 1.15187 5.22545 -0.23217
H: -2.16357 4.81571 2.26211
H: -3.04291 3.59271 3.34518
H: -2.71268 3.26947 1.57844
C: 2.02853 -3.72035 4.53262
C: 1.58596 -2.76863 3.39025
O: 0.28358 -2.31585 3.66960
C: -0.09612 -1.14470 3.09051
O: 0.64873 -0.31684 2.49591
O: -1.35431 -1.05528 3.29810
C: -2.16692 -0.06708 2.61087
H: 3.09534 -3.89638 4.39467
H: 1.61877 -4.72878 4.58969
H: 1.91246 -3.21276 5.49021
H: 1.60546 -3.31273 2.44596
H: 2.21143 -1.87896 3.31697
H: -3.24262 -0.23642 2.65866
H: -2.06482 -0.08250 1.52578
H: -2.13184 0.91901 3.07401
C: -4.01416 2.69126 -2.58314
C: -5.07071 3.06508 -1.54956
O: -5.75352 1.87607 -1.02622
C: -5.36103 1.24439 0.17839
O: -4.43317 1.55072 0.97212
O: -6.18573 0.14942 0.27281
C: -5.85412 -0.90931 1.12397
H: -3.53132 1.79503 -2.19361
H: -3.32220 3.52352 -2.71216
H: -4.52558 2.45492 -3.51625
H: -5.76008 3.83994 -1.88491
H: -4.61814 3.65245 -0.75063
H: -4.97764 -1.49456 0.84583
H: -6.69566 -1.59761 1.20254
H: -5.73764 -0.43026 2.09610

Calculated values
- 2S+1: 4
- HOMO (spin up / spin down): -11.75 / -11.75 eV
- Lowest unoccupied orbital energy (spin up / spin down): -3.27 / -10.23 eV
- Charge: +1
- Gap between HOMO and LUMO (spin up / spin down): 8.5 / 1.5 eV


Entry 2:
Entry from the Open Molecules 2025 dataset: a structure of composition C21H40Cl3N4O4ScSi (ωB97M-V with the def2-TZVPD basis set).

Positions of all 74 atoms, in Å:
C: -5.29713 -3.93361 -1.65517
C: -4.90377 -5.33125 -1.33174
H: -5.29579 -3.77731 -2.74188
H: -4.60431 -3.22509 -1.19023
H: -6.30643 -3.67837 -1.28347
C: -5.65245 -6.38364 -1.74290
C: -6.68339 -6.33135 -2.80448
H: -5.69568 -7.33262 -1.19700
H: -6.29993 -5.72456 -3.62841
H: -7.62340 -5.90953 -2.42930
H: -6.91843 -7.32984 -3.18978
Sc: -2.05064 -2.50076 0.32545
Cl: -4.03994 -1.11709 0.30720
Cl: -2.45142 -3.69762 2.41107
C: 0.34430 -3.03074 2.04158
O: -0.03585 -2.99208 0.81949
N: 1.46065 -3.61494 2.43107
C: 2.43767 -3.98957 1.41419
C: 1.53155 -4.20182 3.76146
H: -0.27053 -2.53342 2.78980
H: 2.83096 -3.08308 0.94083
H: 2.03503 -4.67065 0.64706
H: 3.25232 -4.47405 1.94814
H: 1.37910 -3.42673 4.52366
H: 2.53193 -4.60988 3.88614
H: 0.79440 -5.01247 3.93224
H: -1.28590 1.00911 -4.41780
H: -2.98803 -2.47902 -4.23350
C: -0.78575 0.04422 -4.54177
C: -1.98959 -2.17077 -4.59054
N: -1.51733 -1.01508 -3.83083
H: 0.23680 0.13575 -4.16106
C: -1.60546 -1.08559 -2.49653
O: -1.94752 -2.11632 -1.84121
H: -1.27498 -3.00350 -4.45111
H: -1.38365 -0.13543 -1.97304
H: -0.75558 -0.20023 -5.60452
H: -2.03107 -1.87036 -5.64711
O: -2.52381 -4.73238 -0.59764
C: -3.74215 -5.51583 -0.34902
C: -3.50568 -8.07697 -1.03687
C: -3.55493 -7.03413 -0.09415
H: -3.65306 -7.86869 -2.09458
C: -3.29761 -9.40644 -0.62404
H: -4.07108 -5.07011 0.59836
C: -3.58694 -7.37611 1.25826
H: -3.20316 -10.20630 -1.36030
C: -3.17541 -9.72695 0.72345
C: -3.43701 -8.70899 1.64976
H: -3.71567 -6.58695 1.99316
H: -2.96761 -10.76050 1.05552
H: -3.45854 -8.93437 2.71040
Si: -1.30519 -5.95578 -1.60289
Cl: -2.44588 -5.88311 -3.41275
C: -0.78559 -7.65277 -2.39989
C: -0.61161 -6.73756 0.05656
C: 0.03771 -4.66203 -1.70776
H: -0.30242 -8.32253 -1.68012
H: -0.07573 -7.42748 -3.20941
H: -1.59773 -8.22795 -2.85715
H: -0.44578 -3.86318 -2.26784
H: 0.95443 -5.01733 -2.20613
H: 0.30338 -4.24686 -0.72601
H: -1.32142 -7.51564 0.40405
H: -0.59472 -5.88752 0.79684
H: 0.39159 -7.17317 -0.05930
N: -0.78239 1.04371 1.89813
C: -0.42931 0.59163 0.69009
N: 0.37593 1.39884 -0.04192
O: -0.75206 -0.54433 0.28355
H: -0.57570 2.01116 2.15469
H: -1.45795 0.52347 2.43329
H: 0.52670 1.19010 -1.01274
H: 0.43525 2.37050 0.23649

Calculated values
- Energy above the lowest of the compared OMol25 structures with the same formula, charge and spin: 0.00 kcal per mole
- HOMO: -6.62 eV
- Lowest unoccupied orbital energy: -0.52 eV
- Gap between HOMO and LUMO: 6.1 eV